(1)
A molecular structure, C28H58BCl2N2O13PS. Source: the Open Molecules 2025 dataset; level of theory: ωB97M-V/def2-TZVPD.

Structure (ORCA input):
```
! wB97M-V def2-TZVPD RIJCOSX def2/J DEFGRID3
* xyz 0 1
C 1.082 0.223 4.547
C 1.697 -0.542 3.249
C 3.268 -0.111 3.166
Cl 4.371 -1.510 2.790
C 3.413 1.196 2.258
O 2.693 1.253 1.033
C 2.777 0.188 0.107
P 4.388 0.166 -0.972
N 4.914 1.801 -1.329
O 5.630 -0.618 -0.036
C 1.568 0.165 -1.016
S 2.270 0.271 -2.783
C 1.087 -1.413 -1.011
C -0.102 -1.642 -2.093
C 0.339 -2.672 -3.272
O -0.865 -3.330 -3.734
C -0.932 -3.325 -5.184
O 0.397 0.853 -0.744
C 0.250 2.268 -0.716
C -0.089 2.571 0.860
C -1.241 3.625 1.135
C -1.294 3.992 2.720
C -0.096 4.941 3.192
C 0.006 6.344 2.422
O -0.497 7.405 3.284
C -1.903 7.204 3.478
C -2.390 6.983 4.985
O -2.697 7.173 2.509
C -1.162 2.496 -1.500
O -1.428 3.843 -1.936
N -1.715 3.751 -3.277
O -2.313 4.706 -3.646
C 1.435 3.200 -1.205
Cl 1.488 4.865 -0.357
C 1.490 3.542 -2.790
C 1.263 5.075 -3.178
B 4.944 1.823 2.199
O 6.152 1.098 2.350
O 5.055 3.260 1.927
H 1.135 1.369 4.434
H 1.767 -0.011 5.447
H 0.050 -0.156 4.836
H 1.119 -0.287 2.304
H 1.662 -1.654 3.522
H 3.521 0.223 4.241
H 2.889 2.003 2.916
H 2.808 -0.859 0.596
H 4.694 2.081 -2.291
H 4.617 2.499 -0.635
H 6.354 0.046 0.013
H 1.128 0.496 -3.560
H 0.722 -1.691 0.031
H 2.012 -2.009 -1.349
H -1.058 -2.051 -1.596
H -0.409 -0.685 -2.625
H 0.765 -2.069 -4.157
H 1.167 -3.377 -2.930
H -1.323 -2.320 -5.590
H -1.662 -4.123 -5.554
H 0.079 -3.567 -5.668
H 0.835 2.900 1.445
H -0.422 1.587 1.367
H -2.276 3.160 0.916
H -1.196 4.577 0.511
H -2.338 4.383 2.987
H -1.206 2.973 3.259
H -0.240 5.118 4.324
H 0.903 4.404 3.088
H -0.541 6.385 1.426
H 1.121 6.517 2.203
H -2.565 5.866 5.149
H -1.551 7.349 5.666
H -3.353 7.598 5.111
H -1.060 1.846 -2.450
H -2.042 2.021 -0.927
H 2.476 2.761 -0.981
H 2.522 3.250 -3.213
H 0.742 2.908 -3.398
H 0.273 5.520 -2.807
H 1.179 5.105 -4.332
H 2.161 5.758 -2.944
H 6.913 1.697 2.505
H 4.676 3.685 2.732
C -1.110 -5.995 -2.121
O -2.076 -6.072 -1.087
C -3.151 -5.152 -1.236
C -4.507 -5.826 -1.027
O -4.887 -6.788 -2.008
C -4.119 -7.989 -2.092
C -4.183 -8.910 -0.874
O -3.525 -8.339 0.252
C -4.275 -8.409 1.451
H -0.355 -5.246 -1.870
H -0.625 -6.972 -2.199
H -1.561 -5.768 -3.091
H -3.138 -4.681 -2.226
H -3.021 -4.376 -0.476
H -5.269 -5.041 -1.080
H -4.594 -6.245 -0.024
H -3.090 -7.765 -2.371
H -4.541 -8.541 -2.938
H -3.662 -9.845 -1.110
H -5.232 -9.143 -0.653
H -5.347 -8.276 1.274
H -3.940 -7.600 2.103
H -4.091 -9.365 1.951
*
```

E_tot ... -105410.8607 eV

Mulliken population analysis, charges in e, atoms 1 to 5:
1 C -1.151
2 C 0.186
3 C -0.149
4 Cl -0.153
5 C -0.290

(2)
A molecular structure, C28H58Cl17InO3P. Source: the Open Molecules 2025 dataset; level of theory: ωB97M-V/def2-TZVPD.

Structure (ORCA input):
```
! wB97M-V def2-TZVPD RIJCOSX def2/J DEFGRID3
* xyz -1 1
C 6.254 -2.514 0.501
C 5.600 -1.189 0.942
C 6.179 0.050 0.213
C 5.237 0.585 -0.867
C 4.116 1.571 -0.420
C 3.944 1.749 1.082
C 2.727 2.604 1.537
C 1.602 2.833 0.523
C 1.819 4.066 -0.351
C 0.765 4.324 -1.435
C -0.706 4.182 -1.009
C -1.362 3.054 -1.805
C -2.842 2.834 -1.486
C -3.019 1.871 -0.311
C -2.574 0.439 -0.714
In -4.244 -1.019 -0.966
C -4.382 -2.416 0.759
C -3.070 -2.426 1.574
C -3.259 -1.569 2.800
Cl -1.818 -1.666 3.901
C -3.702 -2.332 -2.743
C -2.754 -3.306 -2.223
O -2.991 -4.452 -1.861
O -1.481 -2.806 -2.097
P -6.519 0.076 -1.361
O -7.622 -0.840 -0.882
H 6.321 -3.183 1.358
H 5.671 -3.009 -0.271
H 7.270 -2.360 0.142
H 5.722 -1.074 2.015
H 4.547 -1.258 0.676
H 6.497 0.820 0.911
H 7.082 -0.280 -0.303
H 4.746 -0.267 -1.333
H 5.827 1.074 -1.643
H 3.188 1.209 -0.855
H 4.345 2.543 -0.850
H 4.844 2.235 1.463
H 3.894 0.788 1.591
H 3.038 3.570 1.934
H 2.289 2.073 2.383
H 1.424 1.950 -0.094
H 0.675 2.976 1.078
H 1.864 4.931 0.319
H 2.788 4.041 -0.851
H 0.943 5.340 -1.791
H 0.970 3.673 -2.286
H -1.237 5.105 -1.254
H -0.810 4.032 0.063
H -0.846 2.121 -1.592
H -1.244 3.303 -2.860
H -3.325 2.384 -2.357
H -3.333 3.782 -1.258
H -4.066 1.875 -0.007
H -2.411 2.222 0.527
H -2.053 0.458 -1.669
H -1.933 0.030 0.066
H -4.585 -3.405 0.356
H -5.234 -2.087 1.352
H -2.838 -3.443 1.877
H -2.248 -2.028 0.979
H -4.102 -1.937 3.374
H -3.383 -0.523 2.540
H -4.585 -2.809 -3.152
H -3.239 -1.695 -3.495
H -0.990 -3.473 -1.607
H -6.660 1.345 -0.727
H -6.695 0.391 -2.741
C 4.242 -2.418 -4.102
Cl 3.506 -2.378 -2.493
Cl 5.205 -0.978 -4.437
H 4.887 -3.286 -4.164
H 3.450 -2.479 -4.839
C -1.702 -0.717 7.371
Cl -0.084 -0.008 7.452
Cl -2.927 0.391 8.011
H -1.937 -0.936 6.336
H -1.714 -1.620 7.968
C 5.511 -0.459 -8.678
Cl 4.355 -1.697 -8.164
Cl 5.978 0.613 -7.357
H 6.399 -0.955 -9.050
H 5.049 0.134 -9.457
C -2.718 -6.349 2.850
Cl -1.100 -5.643 2.988
Cl -3.962 -5.299 3.537
H -2.939 -6.506 1.803
H -2.729 -7.289 3.388
C -1.475 3.633 9.085
Cl -0.016 3.465 10.072
Cl -1.356 4.988 7.956
H -1.616 2.719 8.520
H -2.316 3.808 9.744
C -0.191 -1.344 -2.973
Cl -0.826 -0.779 -4.528
Cl 0.725 -0.092 -2.136
H -1.022 -1.642 -2.343
H 0.469 -2.184 -3.157
C -5.863 -8.704 1.297
Cl -5.426 -8.988 2.991
Cl -5.513 -7.058 0.774
H -5.299 -9.392 0.680
H -6.926 -8.881 1.188
C 1.185 8.783 -2.309
Cl 2.515 7.693 -1.896
Cl -0.357 7.935 -2.455
H 1.096 9.526 -1.527
H 1.411 9.253 -3.259
*
```

E_tot ... -263462.8896 eV

Mulliken population analysis, charges in e, atoms 1 to 5:
1 C -1.168
2 C -0.320
3 C -0.988
4 C -0.302
5 C 0.688

(3)
A molecular structure, C28H58Cl2MgN3O18S3. Source: the Open Molecules 2025 dataset; level of theory: ωB97M-V/def2-TZVPD.

Structure (ORCA input):
```
! wB97M-V def2-TZVPD RIJCOSX def2/J DEFGRID3
* xyz -1 1
C -2.454 1.166 -0.633
C -1.548 0.113 -0.010
C -0.557 -0.609 -0.927
N -0.036 -1.685 0.010
C -0.196 -3.044 -0.581
C -1.465 -2.813 -1.463
C -1.054 -1.473 -2.122
C -2.030 -0.882 -3.120
C -1.633 0.475 -3.689
O -2.452 1.324 -3.695
N -0.341 0.782 -4.186
C 0.464 -0.356 -4.637
C 0.420 1.654 -3.283
H -1.943 1.771 -1.354
H -3.296 0.672 -1.099
H -2.839 1.800 0.148
H -2.166 -0.579 0.561
H -0.934 0.636 0.720
H 0.347 -0.071 -1.117
H -0.517 -1.738 0.904
H 0.968 -1.569 0.247
H -0.463 -3.833 0.107
H 0.663 -3.243 -1.192
H -1.525 -3.579 -2.218
H -2.403 -2.668 -0.939
H -0.146 -1.780 -2.622
H -3.042 -0.819 -2.748
H -2.114 -1.584 -3.980
H 1.279 -0.546 -3.940
H 0.951 -0.058 -5.561
H -0.112 -1.238 -4.871
H -0.094 2.598 -3.171
H 0.519 1.241 -2.312
H 1.409 1.842 -3.663
Cl -3.580 -2.809 -4.577
Mg -5.189 -1.765 -2.815
O 4.360 0.681 -0.190
Cl 2.977 0.326 -0.144
O 2.228 1.112 -1.109
O 2.437 0.538 1.171
O 2.832 -1.095 -0.497
O 4.690 -0.323 3.008
S 5.764 -1.088 3.544
O 5.991 -2.440 3.130
O 5.678 -1.048 5.144
C 4.434 -1.430 5.750
C 4.241 -2.935 5.766
C 7.261 -0.181 3.380
H 3.603 -0.929 5.250
H 4.471 -1.054 6.772
H 4.113 -3.326 4.758
H 3.356 -3.197 6.348
H 5.111 -3.429 6.200
H 7.100 0.832 3.737
H 7.521 -0.169 2.324
H 8.040 -0.677 3.952
C -0.454 4.256 2.859
S -1.065 4.039 1.182
O 0.081 4.244 0.264
C -2.062 5.533 1.150
H 0.229 3.436 3.078
H 0.075 5.207 2.936
H -1.293 4.230 3.555
H -1.438 6.406 1.341
H -2.847 5.459 1.904
H -2.513 5.619 0.164
C -7.050 -0.136 2.248
C -6.175 -1.368 2.234
O -4.884 -0.828 1.938
C -4.883 0.480 2.320
O -3.918 1.163 2.364
O -6.136 0.889 2.645
H -7.876 -0.211 2.951
H -7.446 0.108 1.260
H -6.135 -1.865 3.205
H -6.474 -2.090 1.478
N -2.871 -5.669 1.994
C -2.805 -6.481 3.093
C -2.223 -7.659 2.710
C -1.920 -7.552 1.325
C -2.328 -6.313 0.914
H -3.258 -4.743 1.981
H -3.179 -6.153 4.047
H -2.034 -8.504 3.350
H -1.455 -8.299 0.705
H -2.281 -5.833 -0.049
O -1.477 8.582 1.759
S -1.032 9.547 0.741
O -1.694 9.223 -0.530
O 0.420 9.475 0.545
O -1.384 10.900 1.186
C -8.482 -1.608 -8.475
C -8.082 -2.303 -7.195
O -8.874 -2.965 -6.565
C -6.653 -2.133 -6.742
H -9.530 -1.812 -8.685
H -8.346 -0.530 -8.373
H -7.878 -1.977 -9.305
H -6.443 -1.077 -6.566
H -5.972 -2.526 -7.497
H -6.500 -2.681 -5.817
C 10.914 3.646 2.022
C 9.850 2.628 1.637
C 9.554 2.675 0.145
O 8.655 2.877 2.373
H 10.576 4.660 1.794
H 11.112 3.606 3.093
H 11.849 3.464 1.488
H 10.185 1.627 1.912
H 9.173 3.659 -0.140
H 8.786 1.947 -0.115
H 10.448 2.465 -0.443
H 8.341 3.759 2.142
*
```

ΔE to the lowest compared entry with this formula, charge and spin ... 0.000 eV
E_tot ... -134284.4996 eV

Mulliken population analysis, charges in e, atoms 1 to 5:
1 C -1.435
2 C -0.872
3 C 1.330
4 N 0.238
5 C -0.906

(4)
3 unconnected molecules or ions with the total composition C28H58N3O6. Source: the Open Molecules 2025 dataset; level of theory: ωB97M-V/def2-TZVPD.

Structure (ORCA input):
```
! wB97M-V def2-TZVPD RIJCOSX def2/J DEFGRID3
* xyz 1 1
C 1.204 -1.467 -0.490
C 1.503 -0.587 -1.700
C 0.872 0.804 -1.600
C 1.750 1.846 -0.869
C 2.023 3.133 -1.667
C 1.118 4.325 -1.322
C -0.299 3.926 -0.901
C -1.353 5.003 -1.146
C -2.761 4.404 -1.185
C -3.216 3.957 0.197
C -4.533 3.172 0.234
C -4.630 2.174 -0.920
N -5.611 1.047 -0.788
C -6.858 1.475 -0.032
N -6.680 1.442 1.393
C -5.050 -0.198 -0.153
C -3.927 -0.057 0.868
C -2.498 -0.079 0.263
N -1.576 0.943 0.754
C -6.064 0.627 -2.212
C -7.084 1.575 -2.823
C -4.866 0.362 -3.141
C -4.487 1.461 -4.149
H 1.574 -2.479 -0.656
H 1.648 -1.082 0.427
H 0.126 -1.550 -0.348
H 1.133 -1.095 -2.591
H 2.583 -0.501 -1.830
H 0.644 1.162 -2.605
H -0.085 0.695 -1.080
H 1.322 2.069 0.108
H 2.709 1.370 -0.663
H 1.938 2.900 -2.728
H 3.054 3.436 -1.496
H 1.039 4.977 -2.191
H 1.580 4.891 -0.514
H -0.594 3.029 -1.458
H -0.292 3.641 0.153
H -1.156 5.465 -2.113
H -1.317 5.767 -0.370
H -2.716 3.565 -1.885
H -3.472 5.130 -1.584
H -3.381 4.862 0.785
H -2.440 3.398 0.714
H -5.339 3.904 0.130
H -4.660 2.715 1.208
H -3.649 1.765 -1.144
H -4.923 2.741 -1.797
H -7.093 2.487 -0.340
H -7.648 0.797 -0.342
H -7.009 2.282 1.839
H -7.105 0.635 1.822
H -4.682 -0.852 -0.939
H -5.892 -0.726 0.290
H -4.016 -0.947 1.492
H -4.068 0.783 1.539
H -2.546 -0.024 -0.825
H -2.061 -1.052 0.489
H -1.861 1.325 1.643
H -1.429 1.686 0.088
H -6.561 -0.328 -2.049
H -8.080 1.448 -2.411
H -6.798 2.621 -2.728
H -7.162 1.367 -3.887
H -5.118 -0.536 -3.701
H -3.979 0.092 -2.572
H -4.762 2.465 -3.842
H -3.413 1.445 -4.317
H -4.946 1.269 -5.115
C 4.792 -0.444 0.723
C 5.439 -1.764 1.079
C 4.840 -2.512 2.249
O 5.959 -3.270 2.724
C 7.085 -2.591 2.396
O 8.172 -2.850 2.796
O 6.790 -1.577 1.551
H 4.061 -0.583 -0.071
H 4.278 -0.002 1.578
H 5.541 0.268 0.380
H 5.494 -2.415 0.202
H 4.023 -3.177 1.981
H 4.520 -1.834 3.044
C 7.686 -5.879 4.114
C 8.887 -6.772 3.902
C 8.932 -7.537 2.599
O 9.724 -8.681 2.944
C 9.564 -8.906 4.273
O 9.939 -9.875 4.843
O 8.912 -7.866 4.847
H 7.913 -4.858 3.815
H 6.825 -6.216 3.534
H 7.400 -5.877 5.165
H 9.813 -6.209 4.039
H 9.397 -6.993 1.781
H 7.940 -7.884 2.298
*
```

ΔE to the lowest compared entry with this formula, charge and spin ... 0.000 eV
E_tot ... -46726.2498 eV

Mulliken population analysis, charges in e, atoms 1 to 5:
1 C -0.843
2 C -0.967
3 C 0.808
4 C 0.009
5 C -1.156